(1)
The following is a DFT calculation (the ωB97M-V functional and the def2-TZVPD basis) of a molecular structure, C15H50NO16S2.

XYZ file:
```
84
Properties=species:S:1:pos:R:3
C -4.58 -1.53 -1.57
C -5.57 -1.55 -0.40
C -5.49 -0.25 0.34
O -6.01 0.76 -0.05
O -4.81 -0.30 1.52
C -3.44 0.17 1.50
C -3.27 1.66 1.19
S -2.39 1.94 -0.33
O -1.41 0.88 -0.46
O -3.34 2.02 -1.41
N -1.73 3.35 0.06
S -0.52 3.85 -0.81
O 0.76 3.34 -0.39
O -0.75 3.82 -2.24
H -4.51 -2.52 -2.02
H -3.58 -1.22 -1.25
H -4.91 -0.83 -2.33
H -5.39 -2.40 0.26
H -6.59 -1.62 -0.79
H -2.83 -0.43 0.82
H -3.06 -0.02 2.50
H -4.23 2.15 1.11
H -2.69 2.15 1.97
H -0.52 5.14 -0.44
C 0.45 1.41 -4.39
O -0.93 1.35 -4.77
H 0.99 0.66 -4.97
H 0.86 2.40 -4.61
H 0.55 1.20 -3.33
H -1.39 2.01 -4.24
C 0.31 -2.18 0.65
O -1.02 -1.76 0.38
H 0.27 -2.88 1.48
H 0.75 -2.69 -0.21
H 0.94 -1.33 0.93
H -1.00 -1.10 -0.32
C -1.03 -0.89 4.97
O -1.60 0.21 4.26
H -1.29 -1.79 4.41
H 0.05 -0.81 5.03
H -1.44 -0.98 5.98
H -1.38 1.01 4.74
C 1.72 -1.09 8.25
O 1.08 -0.21 7.33
H 1.21 -2.05 8.17
H 2.78 -1.24 8.00
H 1.64 -0.73 9.28
H 1.52 0.64 7.38
C 3.41 -3.92 2.56
O 2.86 -4.15 1.27
H 2.65 -3.40 3.14
H 3.67 -4.86 3.06
H 4.29 -3.28 2.51
H 3.52 -4.60 0.73
C 5.62 -0.71 4.02
O 4.24 -0.88 3.77
H 6.14 -1.45 3.42
H 5.97 0.29 3.72
H 5.87 -0.87 5.07
H 3.75 -0.23 4.28
C -3.26 0.97 -7.17
O -2.02 1.56 -7.52
H -4.01 1.36 -7.86
H -3.24 -0.12 -7.27
H -3.55 1.22 -6.15
H -1.37 1.23 -6.89
C 1.28 5.51 2.49
O 1.44 4.12 2.31
H 1.46 5.73 3.54
H 1.99 6.09 1.89
H 0.26 5.84 2.24
H 1.28 3.92 1.37
C 4.05 -5.76 -1.88
O 5.19 -5.85 -1.04
H 3.18 -5.84 -1.24
H 4.01 -4.80 -2.40
H 4.02 -6.57 -2.62
H 5.98 -5.78 -1.58
C 1.39 3.14 -7.88
O 1.77 2.41 -9.04
H 2.26 3.72 -7.56
H 0.57 3.83 -8.09
H 1.10 2.48 -7.06
H 1.00 1.90 -9.31
```

Its HOMO-LUMO gap is 7.869 eV. As for the LUMO energy: 1.85 eV. The calculation puts the calculated total energy at -2656.35876 Ha. As for the charge: -1. The calculation puts the HOMO energy at -6.02 eV.

(2)
The following is a DFT calculation (the ωB97M-V functional and the def2-TZVPD basis) of a gas-phase ion, C2HO2S2 (charge -1) in a non-equilibrium geometry.

XYZ file:
```
7
Properties=species:S:1:pos:R:3
O -1.91 0.18 -0.71
C -1.04 0.68 -0.03
O -0.83 1.68 0.60
C 0.31 -0.48 0.05
S 1.70 -0.39 -1.07
S 1.82 -0.15 0.96
H -0.05 -1.51 0.19
```

Its HOMO-LUMO gap is 7.454 eV. As for the LUMO energy: 3.35 eV. The calculation puts the calculated total energy at -1023.71318 Ha. As for the charge: -1. The calculation puts the HOMO energy at -4.11 eV.